Record 1
The following is a DFT calculation (ωB97M-V/def2-TZVPD) of a molecular structure, H24O12 in a non-equilibrium geometry.

Computed properties:
Total energy ... -917.05392 hartree
Energy above the lowest of the compared OMol25 structures with the same formula, charge and spin ... 7.386 eV
Total charge ... 0
E_HOMO ... -7.45 eV

Each line ends with the Mulliken charge.
Atoms and positions in Å:
1 H -1.059 -0.050 -0.315  0.213
2 H -0.044 1.078 -0.239  0.235
3 H 4.025 -1.661 -1.311  0.308
4 H 4.032 -1.089 -2.719  0.289
5 H 0.777 4.463 -0.942  0.281
6 H 2.005 4.127 -1.773  0.304
7 H -0.077 0.751 1.596  0.268
8 H 0.413 1.791 2.590  0.229
9 H 1.280 -0.643 3.431  0.270
10 H -0.107 -0.792 2.828  0.366
11 H -2.329 4.136 -0.872  0.314
12 H -1.386 3.901 0.296  0.286
13 H 0.367 -2.584 0.362  0.242
14 H -0.236 -1.884 -0.844  0.334
15 H -2.657 -4.238 2.526  0.295
16 H -1.442 -3.462 2.044  0.309
17 H -3.557 0.666 0.166  0.306
18 H -5.015 0.321 -0.089  0.293
19 H -2.202 0.228 -3.062  0.235
20 H -2.584 -0.547 -1.811  0.328
21 H 3.506 1.153 1.453  0.327
22 H 4.640 1.244 2.461  0.304
23 H 1.545 -3.243 -3.139  0.308
24 H 0.503 -4.293 -2.790  0.319
25 O -0.119 0.134 -0.421  -0.526
26 O 3.966 -0.828 -1.793  -0.596
27 O 1.306 3.719 -1.249  -0.580
28 O 0.138 0.869 2.528  -0.605
29 O 0.825 -0.736 2.587  -0.536
30 O -2.321 3.906 0.064  -0.599
31 O -0.329 -1.966 0.111  -0.524
32 O -2.309 -3.342 2.448  -0.609
33 O -4.238 0.700 -0.515  -0.579
34 O -2.383 0.343 -2.122  -0.553
35 O 4.467 1.187 1.514  -0.628
36 O 0.599 -3.357 -2.998  -0.626

Forces on the atoms, in the same order (eV/Å):
H 0.185 0.175 -0.157
H -0.012 0.290 -0.775
H 0.013 0.154 0.094
H 0.017 0.121 0.061
H 0.097 -0.023 -0.064
H -0.001 -0.130 0.042
H 0.262 -0.168 -0.102
H -0.586 1.029 -0.033
H -0.127 -0.146 -0.198
H 0.551 -0.690 0.077
H -0.115 -0.146 0.025
H -0.122 -0.062 0.056
H -0.026 0.159 0.071
H 0.212 -0.079 0.048
H -0.020 0.123 0.038
H -0.052 0.223 -0.115
H -0.055 0.196 -0.037
H 0.009 0.083 0.069
H 0.173 0.034 0.102
H -0.297 0.115 -0.108
H 0.014 -0.086 -0.134
H 0.029 -0.010 -0.107
H -0.099 0.096 0.001
H -0.075 0.070 -0.021
O 0.298 2.221 0.364
O -0.012 -0.257 -0.169
O -0.127 0.174 0.074
O -3.613 10.402 -0.402
O 3.704 -10.720 0.813
O 0.247 0.123 -0.033
O -0.358 -2.481 0.296
O 0.023 -0.243 0.048
O -0.544 -0.235 0.496
O 0.345 -0.248 -0.637
O -0.064 0.052 0.230
O 0.125 -0.116 0.086

***

Record 2
The following is a DFT calculation (ωB97M-V/def2-TZVPD) of 11 unconnected molecules or ions with the total composition H24O12 in a non-equilibrium geometry.

Computed properties:
Total energy ... -917.03075 hartree
Energy above the lowest of the compared OMol25 structures with the same formula, charge and spin ... 8.017 eV
Total charge ... 0
E_HOMO ... -6.89 eV

Each line ends with the Mulliken charge.
Atoms and positions in Å:
1 H -0.754 -0.146 -0.450  0.177
2 H 0.415 -0.800 -1.169  0.296
3 H -2.108 -3.210 -2.686  0.289
4 H -1.453 -2.858 -1.360  0.296
5 H 0.930 3.183 1.715  0.247
6 H 0.632 4.649 1.983  0.344
7 H 1.468 1.983 3.459  0.316
8 H 1.516 0.885 4.509  0.306
9 H -5.473 0.529 -0.683  0.317
10 H -5.038 -0.913 -0.472  0.311
11 H 1.569 -1.777 -0.070  0.281
12 H 1.674 -0.492 0.736  0.349
13 H -2.544 3.323 -0.612  0.285
14 H -1.740 2.538 0.412  0.322
15 H 4.094 0.072 -2.291  0.283
16 H 4.207 -1.146 -1.390  0.350
17 H -2.745 -2.676 0.759  0.296
18 H -1.528 -2.335 1.604  0.334
19 H 5.380 -1.863 -0.501  0.354
20 H 4.142 -2.506 0.103  0.355
21 H -2.380 2.371 2.315  0.315
22 H -1.870 3.216 3.471  0.253
23 H 1.287 -1.546 -5.260  0.309
24 H 1.038 -0.443 -4.245  0.309
25 O 0.199 -0.280 -0.387  -0.496
26 O -1.603 -2.515 -2.248  -0.588
27 O 1.332 4.058 1.684  -0.626
28 O 1.520 1.025 3.555  -0.591
29 O -5.801 -0.377 -0.717  -0.628
30 O 1.100 -1.252 0.589  -0.627
31 O -2.372 3.262 0.334  -0.614
32 O 3.609 -0.428 -1.625  -0.612
33 O -2.438 -2.645 1.673  -0.630
34 O 4.739 -2.567 -0.651  -0.718
35 O -1.601 2.848 2.622  -0.545
36 O 0.596 -1.165 -4.706  -0.617

Forces on the atoms, in the same order (eV/Å):
H -0.899 0.729 -0.859
H -0.483 0.513 -0.238
H 0.070 0.086 -0.089
H 0.070 -0.041 -0.079
H -0.168 0.095 -0.154
H -0.032 -0.108 -0.096
H 0.044 0.005 0.014
H -0.010 -0.057 -0.121
H -0.077 -0.057 -0.012
H -0.110 0.028 -0.022
H 0.477 -0.316 0.506
H 0.069 -0.399 0.309
H -0.031 0.009 0.003
H 0.179 0.224 -0.079
H -0.242 0.130 0.057
H -0.480 -0.360 -0.279
H -0.063 -0.021 0.132
H 0.118 0.052 0.123
H 0.412 -0.339 0.399
H -0.062 -0.101 0.156
H -0.006 0.207 0.038
H 0.105 -0.081 -0.055
H -0.089 0.003 0.044
H -0.081 -0.043 0.023
O -8.466 8.232 -8.394
O -0.099 -0.065 0.301
O 0.058 -0.079 0.212
O 0.026 0.094 0.087
O 0.182 0.049 0.040
O 9.236 -8.768 8.525
O -0.284 -0.134 -0.772
O -0.079 0.765 -0.365
O 0.031 0.038 -0.280
O 0.327 -0.137 0.133
O 0.160 -0.199 0.850
O 0.195 0.046 -0.055

***

Record 3
The following is a DFT calculation (ωB97M-V/def2-TZVPD) of 12 unconnected molecules or ions with the total composition H24O12 in a non-equilibrium geometry.

Computed properties:
Total energy ... -917.26560 hartree
Energy above the lowest of the compared OMol25 structures with the same formula, charge and spin ... 1.626 eV
Total charge ... 0
E_HOMO ... -10.82 eV
SMILES ... O.O.O.O.O.O.O.O.O.O.O.O

Each line ends with the Mulliken charge.
Atoms and positions in Å:
1 O -5.502 23.756 -30.502  -0.641
2 H -5.498 24.702 -30.648  0.297
3 H -4.644 23.570 -30.121  0.357
4 O -3.217 22.684 -32.344  -0.493
5 H -2.370 23.127 -32.288  0.254
6 H -3.861 23.389 -32.277  0.285
7 O -4.906 20.685 -29.976  -0.635
8 H -4.465 20.736 -30.824  0.196
9 H -5.491 19.931 -30.056  0.321
10 O -3.525 22.777 -29.060  -0.725
11 H -3.870 23.210 -28.280  0.343
12 H -4.125 22.047 -29.215  0.463
13 O -0.836 21.417 -31.786  -0.608
14 H -1.176 22.291 -31.980  0.252
15 H -1.612 20.903 -31.560  0.333
16 O -4.491 17.760 -28.323  -0.587
17 H -3.585 17.840 -28.024  0.308
18 H -4.941 17.314 -27.605  0.286
19 O -4.159 19.951 -33.376  -0.665
20 H -4.768 19.222 -33.496  0.306
21 H -4.683 20.733 -33.552  0.266
22 O -7.140 19.571 -31.070  -0.741
23 H -7.027 18.942 -31.783  0.256
24 H -7.055 20.427 -31.490  0.411
25 O -8.899 18.885 -28.932  -0.626
26 H -8.264 19.091 -29.618  0.393
27 H -9.317 18.076 -29.227  0.292
28 O -2.325 18.322 -32.266  -0.628
29 H -3.082 18.861 -32.496  0.371
30 H -2.697 17.570 -31.806  0.313
31 O -5.433 21.971 -26.925  -0.615
32 H -5.396 21.294 -27.601  0.306
33 H -5.111 21.538 -26.134  0.311
34 O -6.410 21.925 -32.412  -0.615
35 H -7.113 22.403 -32.852  0.270
36 H -6.154 22.491 -31.684  0.391

Forces on the atoms, in the same order (eV/Å):
O -1.034 0.432 -0.917
H -0.238 0.283 -0.033
H 1.035 -0.472 0.679
O -0.310 -0.170 -0.202
H -0.280 0.410 -0.109
H -0.352 0.195 0.104
O 0.310 0.312 0.321
H 0.301 0.029 -0.443
H -0.418 -0.359 0.054
O 0.728 0.923 -0.234
H -0.085 -0.063 0.515
H -0.240 -0.839 0.067
O 0.642 0.057 0.001
H 0.494 -0.421 0.201
H -0.228 -0.240 -0.009
O -0.139 0.079 -0.218
H 0.286 0.088 0.002
H -0.195 -0.128 0.159
O -0.089 -0.187 0.027
H -0.228 -0.213 -0.242
H -0.109 0.569 0.165
O -0.141 -0.878 0.325
H -0.059 -0.259 -0.110
H 0.143 0.915 -0.376
O -0.281 -0.078 0.502
H 0.322 0.230 -0.427
H -0.136 -0.158 0.000
O 0.360 -0.348 0.230
H -0.033 0.494 -0.187
H 0.057 -0.230 0.210
O -0.031 0.359 0.071
H -0.074 -0.304 -0.306
H 0.067 -0.082 0.220
O -0.281 -0.750 -0.704
H -0.209 0.116 -0.193
H 0.444 0.688 0.858

***

Record 4
The following is a DFT calculation (ωB97M-V/def2-TZVPD) of a molecular structure, H24O20S2Zn in a non-equilibrium geometry.

Computed properties:
Total energy ... -4095.05342 hartree
Energy above the lowest of the compared OMol25 structures with the same formula, charge and spin ... 0.000 eV
Total charge ... -2
E_HOMO ... -1.29 eV

Each line ends with the Mulliken charge.
Atoms and positions in Å:
1 Zn -0.729 -2.070 1.517  0.198
2 S -1.190 -4.018 -1.127  1.011
3 O -0.526 -3.373 0.042  -0.438
4 O -1.436 -5.417 -0.741  -0.790
5 O -2.500 -3.347 -1.331  -0.762
6 O -0.348 -3.966 -2.311  -0.679
7 S 0.230 0.010 0.134  0.938
8 O -1.132 -0.591 0.288  0.134
9 O 0.929 -0.911 1.053  -1.031
10 O 0.756 -0.026 -1.219  -0.238
11 O 0.145 1.395 0.619  -0.332
12 O 3.715 1.128 -2.599  -0.593
13 H 4.157 1.076 -3.451  0.269
14 H 2.779 1.258 -2.819  0.300
15 O 1.508 -1.548 -3.340  -0.620
16 H 1.435 -1.138 -2.451  0.339
17 H 1.906 -0.859 -3.884  0.227
18 O -0.204 2.597 3.036  -0.756
19 H -0.269 1.993 2.260  0.379
20 H 0.087 3.430 2.660  0.258
21 O 3.557 -0.273 1.340  -0.695
22 H 4.009 -0.732 2.056  0.275
23 H 2.675 -0.713 1.270  0.468
24 O -2.134 0.500 -2.591  -0.552
25 H -1.448 -0.018 -2.143  0.263
26 H -2.446 -0.083 -3.292  0.253
27 O 1.723 -0.564 3.660  -0.652
28 H 1.489 0.027 4.387  0.326
29 H 2.213 0.001 3.033  0.329
30 O 0.578 2.129 -2.856  -0.714
31 H 0.087 1.684 -3.555  0.352
32 H 0.610 1.453 -2.128  0.255
33 O -1.503 3.115 -0.896  -0.644
34 H -0.934 2.523 -0.370  0.307
35 H -0.902 3.488 -1.551  0.338
36 O 2.131 3.206 0.434  -0.707
37 H 1.477 2.456 0.421  0.357
38 H 1.604 3.981 0.644  0.259
39 O -1.032 -0.911 3.216  -0.158
40 H -1.791 -0.560 3.691  0.238
41 H -0.248 -0.613 3.701  0.238
42 O -3.340 0.794 -0.006  -0.638
43 H -2.541 0.237 0.180  0.261
44 H -3.944 0.647 0.732  0.242
45 O -2.699 -2.390 1.528  -0.309
46 H -3.423 -1.757 1.475  0.224
47 H -3.081 -3.248 1.286  0.272

Forces on the atoms, in the same order (eV/Å):
Zn 0.369 -1.122 -1.984
S -2.424 -1.870 -1.738
O 1.796 1.361 2.552
O 0.015 -0.543 0.517
O 0.222 0.388 0.244
O 0.399 0.606 0.195
S -1.723 -0.701 -0.089
O -0.749 1.289 -1.443
O 2.261 -0.127 0.906
O -0.076 0.197 0.463
O 0.559 0.132 0.274
O -0.022 0.026 -0.247
H -0.041 -0.034 0.012
H 0.014 0.160 0.224
O 0.261 0.356 0.004
H -0.127 -0.464 -0.573
H 0.011 -0.048 0.162
O -0.237 -0.462 0.173
H 0.193 0.417 0.191
H 0.052 -0.032 -0.118
O -0.294 -0.163 0.572
H 0.041 -0.097 -0.181
H 0.382 0.190 -0.382
O 0.311 0.029 -0.493
H -0.282 -0.105 -0.072
H 0.063 -0.202 0.234
O -0.092 0.292 0.734
H 0.402 0.115 -0.059
H -0.292 -0.123 -0.156
O 0.598 -0.272 0.203
H -0.272 -0.060 0.238
H -0.150 0.473 -0.680
O 0.199 0.530 0.362
H -0.372 0.111 -0.259
H 0.049 -0.319 -0.117
O -0.259 -0.328 0.121
H 0.594 0.714 0.029
H -0.094 -0.032 -0.138
O -0.015 0.066 0.953
H -0.142 -0.157 -0.325
H 0.425 -0.036 -0.543
O -0.356 -0.233 0.653
H -0.401 0.377 -0.422
H 0.114 0.090 -0.054
O -1.650 -0.617 1.106
H 0.265 0.123 -0.373
H 0.472 0.104 -0.676

***

Record 5
The following is a DFT calculation (ωB97M-V/def2-TZVPD) of 13 unconnected molecules or ions with the total composition H25O13 in a non-equilibrium geometry.

Computed properties:
Total energy ... -993.16622 hartree
Energy above the lowest of the compared OMol25 structures with the same formula, charge and spin ... 1.946 eV
Total charge ... -1
E_HOMO ... -6.81 eV

Each line ends with the Mulliken charge.
Atoms and positions in Å:
1 O -0.135 0.600 -0.046  0.452
2 H -0.230 -0.309 0.236  -0.240
3 O -0.394 3.073 -0.444  -0.722
4 H -0.345 2.137 -0.248  0.332
5 H -0.225 3.119 -1.382  0.348
6 O 1.629 2.109 1.429  -0.679
7 H 1.771 1.898 2.353  0.325
8 H 1.035 1.429 1.032  0.077
9 O -2.365 1.116 1.280  -0.646
10 H -2.475 0.482 2.032  0.366
11 H -1.572 0.845 0.860  0.146
12 O -2.083 0.379 -1.781  -0.797
13 H -1.388 0.669 -1.145  0.369
14 H -1.977 1.055 -2.459  0.351
15 O -3.179 -1.719 -0.101  -0.732
16 H -2.643 -2.493 -0.294  0.336
17 H -2.814 -0.970 -0.528  0.421
18 O 2.853 1.760 -0.856  -0.661
19 H 2.122 1.727 -1.446  0.319
20 H 2.475 1.996 -0.040  0.473
21 O 0.004 -2.992 -0.744  -0.632
22 H -0.050 -3.991 -0.746  0.264
23 H -0.351 -2.674 0.083  0.415
24 O 1.925 -0.842 0.698  -0.678
25 H 1.305 -0.263 0.298  -0.020
26 H 2.578 -0.321 1.196  0.371
27 O -0.968 -2.031 1.397  -0.659
28 H -1.070 -2.469 2.210  0.243
29 H -1.890 -1.802 1.303  0.280
30 O 0.218 -0.162 3.298  -0.672
31 H 0.125 -0.461 2.365  0.336
32 H 1.143 -0.300 3.345  0.312
33 O 2.132 -1.289 -2.042  -0.731
34 H 1.792 -0.482 -2.454  0.404
35 H 1.851 -1.295 -1.127  0.307
36 O 0.689 1.123 -2.609  -0.809
37 H 0.360 0.781 -1.748  0.104
38 H 0.148 0.567 -3.175  0.324

Forces on the atoms, in the same order (eV/Å):
O 0.548 -0.803 0.003
H -0.552 -0.340 -0.144
O -0.307 1.358 -0.208
H -0.042 -0.224 0.351
H 0.154 0.095 -0.399
O 0.132 -0.051 0.365
H -0.286 -0.111 0.010
H -0.284 0.474 0.460
O -2.402 -0.528 2.314
H 0.129 1.013 -0.968
H 1.796 -0.172 -0.838
O 0.117 0.351 -0.457
H -0.194 -0.457 0.306
H -0.481 -0.099 -0.093
O -1.103 -1.694 1.537
H 0.112 0.225 -0.641
H 0.719 1.439 -1.251
O 1.972 -0.423 -1.384
H -0.678 -0.046 -1.014
H -0.519 0.770 1.930
O 0.187 -2.250 -1.460
H 0.113 1.923 0.155
H -0.054 -0.232 0.656
O 1.791 -1.917 1.990
H -0.625 1.777 -0.703
H -0.419 -0.018 -0.832
O -0.028 0.758 0.008
H 0.873 -1.168 2.065
H -1.186 0.853 -1.185
O -1.012 -0.253 -1.106
H -0.548 0.284 0.599
H 1.637 -0.131 0.697
O 0.231 -0.254 -1.134
H 0.263 -0.146 0.461
H 0.132 -0.037 0.131
O -0.548 -0.252 -0.196
H 0.331 0.257 0.560
H 0.032 0.027 -0.584

***

Record 6
The following is a DFT calculation (ωB97M-V/def2-TZVPD) of 13 unconnected molecules or ions with the total composition H25O13 in a non-equilibrium geometry.

Computed properties:
Total energy ... -993.11171 hartree
Energy above the lowest of the compared OMol25 structures with the same formula, charge and spin ... 3.429 eV
Total charge ... -1
E_HOMO ... -6.21 eV

Each line ends with the Mulliken charge.
Atoms and positions in Å:
1 O 0.275 -1.446 -1.694  -0.536
2 H -0.425 -1.484 -1.056  0.398
3 H 0.563 -2.340 -1.868  0.237
4 O 3.886 -1.097 1.400  -0.700
5 H 3.579 -0.431 2.026  0.357
6 H 3.062 -1.035 0.832  0.264
7 O -2.070 -1.054 -0.388  -0.736
8 H -1.880 -0.269 -1.021  0.347
9 O 2.441 -3.701 0.882  -0.670
10 H 2.949 -2.943 1.280  0.416
11 H 2.335 -3.273 0.013  0.307
12 O -0.613 1.087 -0.437  -0.798
13 H 1.173 3.100 0.456  0.344
14 H 0.249 0.743 -0.564  0.119
15 O -1.055 3.286 0.906  -0.762
16 H -1.063 2.404 0.349  0.383
17 H -1.934 3.498 1.127  0.278
18 O 3.320 0.224 -1.471  -0.615
19 H 2.766 0.679 -2.158  0.307
20 H -1.788 -0.540 0.343  0.100
21 O -1.911 -1.573 -3.552  -0.597
22 H -2.117 -0.747 -3.001  0.344
23 H -1.631 -2.270 -3.014  0.290
24 O 1.586 2.465 1.120  -0.640
25 H 0.873 2.381 1.752  0.366
26 H 3.506 1.074 -1.037  0.296
27 O 0.180 2.085 -2.628  -0.707
28 H -0.052 1.745 -1.766  0.487
29 H -0.542 1.908 -3.266  0.254
30 O 0.939 0.021 1.500  -0.592
31 H 0.362 -0.638 1.357  0.193
32 H 0.773 0.984 1.177  0.273
33 O -2.273 -2.131 3.024  -0.628
34 H -1.369 -2.073 3.234  0.306
35 H -2.607 -1.299 2.571  0.305
36 O -4.131 1.107 1.300  -0.637
37 H -3.612 1.155 0.455  0.332
38 H -3.745 0.400 1.818  0.315

Forces on the atoms, in the same order (eV/Å):
O 1.357 0.116 -0.819
H -0.913 -0.189 0.827
H 0.051 -0.240 0.039
O -1.855 0.171 -0.803
H 0.320 0.071 0.482
H 1.296 -0.004 0.216
O -0.782 0.628 -2.342
H -0.019 -1.302 1.079
O 0.697 1.753 -0.281
H -0.317 -1.099 0.286
H -0.309 -0.670 0.067
O -2.022 0.849 0.213
H 0.614 -1.188 1.185
H 1.253 -0.933 0.096
O 1.400 -1.308 -0.911
H 0.491 0.864 0.522
H -1.631 0.342 0.404
O -0.777 1.992 -0.996
H 0.092 -1.421 0.246
H 0.734 0.684 1.639
O -1.696 3.460 -1.134
H 0.788 -2.386 -1.007
H 0.678 -1.059 1.751
O -0.130 1.554 -1.476
H -0.380 0.733 0.611
H 0.511 -0.613 0.797
O 0.622 1.041 -2.907
H -1.334 -0.488 1.083
H 0.717 -0.005 0.983
O 4.279 4.494 1.608
H -3.603 -2.747 -1.334
H -0.171 -3.128 -0.110
O -2.911 0.984 -1.089
H 1.730 0.636 0.146
H 1.260 -1.699 0.977
O 0.376 0.495 -1.187
H -0.559 -0.299 1.262
H 0.144 -0.091 -0.123

***

Which formula does entry 4 have? H24O20S2Zn